Below is 2 unconnected molecules or ions with the total composition C31H47Cl2F4N4O4PS2 at a distorted geometry, with properties calculated with wB97M-V/def2-TZVPD.

```
95
Properties=species:S:1:pos:R:3:forces:R:3
H -0.46897 5.62118 -2.26173 0.04 -0.13 -0.04
O -7.50252 -2.98326 -0.05566 -0.05 -0.95 -0.39
C 0.25372 5.91556 0.60117 0.05 -0.21 0.11
H -0.66651 -2.70759 -0.56153 0.16 -0.05 -0.16
C 3.42927 0.49243 -3.20469 -0.07 -0.07 0.08
H -8.46229 -0.37078 1.05309 0.12 0.10 0.15
H 2.40227 3.45846 4.71408 0.05 0.38 0.00
H -1.12395 -2.68351 2.38727 0.17 -0.01 0.12
C 2.01400 0.89537 5.37945 0.00 0.09 0.16
H -0.63298 6.25134 1.12776 -0.06 0.16 0.12
C 0.49969 6.73052 -0.65134 -0.82 0.05 -0.35
C -1.45971 -2.30971 1.42378 -0.25 0.26 -0.03
H -12.47821 -2.86028 -1.98632 -0.03 0.05 -0.01
C 3.99579 2.23777 0.13671 -0.09 -0.09 0.31
H 1.71453 0.78517 6.41775 -0.08 -0.07 0.12
H 2.06168 -0.09977 4.94919 0.02 -0.14 -0.07
C 2.30776 1.55069 -3.01085 -0.10 -0.15 0.15
H 1.21088 1.42511 4.87241 -0.06 0.12 -0.10
N 2.88514 3.54385 2.00088 -0.22 -0.39 0.37
C -4.91951 -2.22662 -0.16360 -0.14 -0.01 0.32
C 2.30545 -2.29214 -0.88498 0.27 0.13 0.07
H 4.82620 2.51317 0.78158 0.23 0.14 -0.07
P 3.02523 -4.87231 -3.97629 0.99 -0.76 0.51
C -0.65949 6.49021 -1.63567 0.23 -0.22 0.10
H -7.83429 0.09477 -0.53084 0.11 0.12 -0.02
H -5.09974 -2.22338 -1.23640 -0.05 0.05 -0.13
C 1.67664 4.20808 2.25013 -0.16 0.53 -0.03
C 3.09797 -0.90133 -2.67170 -0.22 -0.71 0.00
H 1.70575 -5.36022 -4.10825 -0.08 0.24 0.01
F 4.54662 0.95281 -2.56941 0.06 0.12 -0.02
O -5.96909 -1.45264 0.46242 0.43 0.49 -0.35
C 3.35656 1.64407 5.28346 -0.53 -0.13 -0.47
H -0.80802 7.33798 -2.29455 -0.09 0.13 -0.08
H 0.06634 4.88351 0.31563 0.03 -0.18 0.06
F 2.33872 2.43958 -4.01500 0.05 0.17 -0.10
H -3.21924 -1.44096 2.28282 -0.06 -0.10 0.28
H -9.09775 -1.14420 -0.38714 -0.02 0.09 0.01
C 3.27966 2.90254 4.40412 0.11 -0.78 0.37
N 4.07297 -5.90307 -3.42889 -0.10 0.50 -0.16
H 2.68498 3.91433 -0.03248 -0.13 0.12 0.01
C -7.21059 -1.84174 0.14399 -0.22 0.21 0.30
C -3.58761 -1.59812 0.18688 -0.25 -0.32 0.19
C 2.66413 -1.01330 -1.32798 0.08 -0.36 0.02
N 1.37320 -4.07264 0.32918 -0.34 0.30 -0.55
H 3.68799 1.90534 6.28175 0.25 0.05 0.08
S 1.70949 5.89528 1.69650 0.32 -0.20 -0.46
H -0.02945 -4.39993 1.82604 -0.01 -0.18 0.17
N 3.68937 -2.07904 -4.82883 -0.17 -0.19 0.31
F 3.72678 0.52942 -4.52068 0.07 -0.31 -0.19
Cl -10.92346 -1.10489 -2.11883 -0.18 0.00 -0.21
C -0.01717 -4.34552 0.74279 0.32 0.11 0.56
C -11.74875 -2.44122 -1.30484 0.05 -0.09 0.02
F 1.10061 0.92935 -3.04256 -0.08 0.02 -0.08
H 2.41343 2.07881 -2.06952 0.04 0.13 0.01
C 2.36597 -3.43082 -1.67044 0.47 0.75 -0.51
C -1.01739 -3.26529 0.30459 -0.34 -0.19 0.28
H -1.91274 -3.79124 -0.02442 -0.08 -0.11 -0.17
H 4.67645 -1.87273 -4.86752 0.10 0.12 -0.08
H -11.00666 -3.18219 -1.03036 0.03 0.04 0.04
H 3.19049 -1.42784 -5.40985 0.05 0.21 -0.11
H -1.57783 6.28381 -1.09274 -0.23 0.17 0.00
H 4.18055 2.07517 2.70884 0.13 0.01 -0.23
H 3.36880 -4.48681 -5.26905 -0.50 0.20 -0.13
C 3.21008 -2.07423 -3.47822 -0.02 0.14 0.38
H 2.01872 -0.28821 0.52359 -0.29 -0.07 0.14
H 4.27721 2.56493 -0.85875 -0.04 -0.03 -0.17
H -3.75388 -0.52907 0.28341 0.15 0.21 -0.18
H -3.43160 -3.09874 1.73804 -0.09 -0.16 0.05
H -4.98604 -3.25154 0.18593 0.02 -0.20 -0.01
C 3.19823 2.46605 2.95570 -0.19 0.05 -0.16
O 1.76158 -2.15770 1.50347 -0.22 0.64 0.42
H -1.02489 -1.31901 1.29930 0.25 0.03 0.00
H 1.42419 6.43432 -1.13487 0.32 0.16 0.12
H -2.93040 -1.76712 -0.66242 0.20 0.03 -0.05
Cl -12.58201 -1.90806 0.15902 -0.01 -0.02 0.01
H 1.84148 2.47827 0.52933 -0.03 -0.23 -0.03
H 4.19743 3.46134 4.56443 -0.08 0.46 -0.07
H 1.84869 0.86716 -0.72361 0.04 0.12 -0.06
H 4.48002 -5.60643 -2.55257 0.00 -0.29 0.15
C 2.85386 -3.34482 -2.96831 -0.31 0.09 -0.42
C 1.79806 -2.73297 0.45612 0.08 -0.46 -0.17
H 4.69603 0.24702 -0.28590 0.16 0.02 -0.11
C -2.97672 -2.14223 1.48861 0.11 0.33 -0.28
C -8.20285 -0.73506 0.06228 -0.27 0.10 0.19
C 1.81894 -4.58998 -0.89533 0.21 0.98 0.28
H 2.49334 1.63735 2.83242 -0.19 -0.05 0.09
O 1.78994 -5.73059 -1.21438 -0.47 -1.12 -0.53
H -0.29479 -5.31785 0.35643 0.18 -0.18 -0.14
H 0.50886 7.79277 -0.42520 0.37 0.13 0.14
C 2.77889 3.03671 0.60484 0.52 0.53 -0.04
S 0.32556 3.57386 2.88503 -0.07 -0.26 0.11
H 3.93530 0.43127 1.25147 -0.06 -0.17 0.14
C 2.53028 0.12054 -0.33183 0.10 -0.10 -0.10
H 4.07418 0.96586 4.82542 0.39 -0.02 0.22
C 3.85114 0.71553 0.20722 0.02 0.03 0.01
```
Forces are in eV/Å.

Results
* energy relative to the best compared isomer or geometry (same formula, charge and spin): 0.0 kJ/mol
* E_HOMO: -0.3096 Eh
* SMILES string: CCCCN(CCCCc1c2c(c([PH2]=N)c(N)c1C(F)(F)C(F)F)C(=O)N(CCCCCCOC(C)=O)C2=O)C(=S)SCCC.ClCCl
* total charge: 0

Below is a molecular structure, C31H47ClN6OPS2SeW at a distorted geometry, with properties calculated with wB97M-V/def2-TZVPD.

```
91
Properties=species:S:1:pos:R:3:forces:R:3
H -4.91095 4.40939 -3.72511 -0.03 -0.04 0.05
C 0.22045 -1.51306 -3.71505 -0.09 -0.06 0.03
N 0.82539 -1.39480 0.94527 -0.12 -0.21 -0.08
H 2.22198 2.12375 1.94612 0.08 0.17 -0.11
N 1.92174 0.27244 -0.97976 -0.29 -0.44 0.36
O -3.34020 3.92101 -2.55361 -0.11 0.09 0.00
H 4.45820 0.01246 -3.06048 -0.10 0.00 0.08
C 0.17532 1.51980 -3.32681 -0.29 -0.11 0.35
H -2.96642 -1.94170 0.28170 -0.04 0.04 0.16
H 3.75545 5.76247 0.39675 -0.02 -0.06 -0.01
H -0.78437 -0.18373 4.26217 -0.16 -0.20 0.05
N 0.28879 0.91367 2.09394 -0.12 0.32 0.01
C -2.18620 -2.41246 -0.31522 0.13 0.10 0.05
H -1.41496 -2.76509 0.36649 0.05 0.01 0.13
H 3.28824 -1.49181 1.47875 0.07 0.07 0.10
H -3.97799 0.70783 -3.64139 0.03 -0.03 0.03
H 3.71136 -2.34684 -1.95056 -0.05 0.13 0.04
Cl 4.01209 4.06785 2.72432 0.00 0.00 0.00
C 1.46838 3.60147 -0.85907 0.02 0.12 0.18
H 1.93046 -2.92749 0.09589 -0.02 0.01 -0.03
H -2.02949 -4.19437 -1.57465 -0.02 0.00 0.01
H 0.66300 -2.32017 -4.30397 -0.04 0.03 0.04
H -3.64995 5.67312 -3.64286 0.03 0.03 0.04
H -0.39396 -0.91577 -4.38889 0.05 -0.02 0.05
C 1.97119 -2.83083 2.56448 0.03 0.09 -0.06
C -0.60524 -2.12164 -2.58505 0.29 0.31 -0.02
H -2.52017 0.06313 3.95284 0.06 -0.08 0.02
N -0.11012 1.20031 -2.22178 0.18 0.44 -1.01
C -1.63354 -1.58617 2.80607 0.05 -0.18 0.09
H 3.86123 -2.02464 3.04080 0.02 0.01 0.02
C 4.22565 -3.42531 1.46239 -0.02 0.05 0.03
H 2.30553 5.39150 -1.63266 -0.01 0.00 0.00
C 1.92125 -3.81473 3.54479 0.04 -0.04 0.05
H -3.23521 -4.27828 -0.30247 -0.01 0.02 -0.07
S -0.96054 4.80921 -3.20335 0.01 -0.13 0.31
H -2.67012 1.67940 0.45009 -0.07 0.02 -0.01
C -1.75061 2.25706 2.17666 0.05 -0.18 0.05
H 1.03134 -0.89011 -3.34834 0.02 -0.03 -0.02
C 2.19453 -1.08691 -0.95223 0.14 0.15 -0.27
C -3.84452 4.60531 -3.71647 0.11 0.00 0.12
C 0.76230 -2.23382 2.12320 0.14 0.05 0.05
C -2.97621 0.58160 -3.22606 0.07 -0.13 0.00
H 3.82286 -3.72538 0.49147 0.05 -0.03 0.07
C -1.73091 -0.68971 4.05249 -0.03 -0.14 0.02
H 0.01307 -2.81040 -2.00348 -0.01 -0.06 0.01
P -1.44627 -1.05738 -1.33159 -0.36 -0.37 -0.35
H 2.79664 1.86763 -2.08452 -0.05 -0.05 -0.02
H -3.69554 -0.26128 -1.37286 -0.02 0.00 0.01
H 0.84884 3.47924 -1.72235 -0.34 -0.09 -0.24
C -2.04360 4.01566 -2.26019 0.17 -0.03 -0.51
N -2.03002 1.24839 1.12008 0.19 0.13 -0.09
C 0.72936 -4.18745 4.13890 -0.05 0.03 -0.02
H 2.84803 -4.28050 3.86546 -0.07 0.03 -0.04
H 4.30524 -4.32007 2.08235 -0.01 0.04 -0.06
C 2.19697 2.86954 1.16905 0.01 -0.30 0.07
H -1.59630 -0.99672 1.89786 -0.02 -0.08 -0.16
H -2.53167 -2.20202 2.75426 -0.06 -0.01 -0.11
C -3.00275 -0.52948 -2.17645 0.16 0.34 -0.05
H -3.38592 -1.44219 -2.63314 -0.04 -0.06 0.05
W 0.00032 0.88651 -0.27461 -0.69 0.30 1.21
H 5.23338 -3.03896 1.30170 -0.04 -0.03 -0.02
H -2.67430 1.52677 -2.78994 0.01 0.04 -0.01
H -2.30276 0.34807 -4.05226 -0.02 0.01 0.04
C -0.40794 -2.46581 2.87238 -0.01 0.08 -0.07
H 0.70147 -4.98362 4.87114 0.01 0.03 0.00
C 3.04203 3.94744 1.30361 0.12 0.07 0.03
C 1.61523 -1.88639 0.03899 -0.06 -0.16 0.12
C 3.26555 -1.37221 -1.79538 -0.04 -0.15 -0.04
H -1.71917 3.22549 1.69379 -0.05 0.09 -0.06
C 2.30649 4.69917 -0.80284 0.03 0.08 -0.01
H -2.54990 2.28444 2.91426 -0.09 -0.03 0.01
N 1.38087 2.68950 0.12206 0.22 0.42 -0.11
H 0.20045 2.87202 2.86655 0.08 0.04 -0.05
H -1.41843 -2.70425 -3.01459 -0.05 -0.09 0.01
H -3.37238 4.22390 -4.61800 0.06 -0.07 -0.02
C -0.41455 -3.47316 3.83185 0.01 0.01 0.05
C 3.35390 -2.35904 2.13254 0.02 -0.20 0.04
H -1.96031 -1.29256 4.93087 -0.01 0.01 -0.02
C -0.40534 1.97019 2.85552 -0.02 0.10 -0.18
H -2.52561 0.46681 1.52786 0.10 -0.23 0.01
H -1.34276 -3.68055 4.35708 0.08 0.01 -0.03
H -0.54679 1.66008 3.88651 0.05 0.10 0.04
H -3.56942 -3.33731 -1.75085 0.04 -0.04 0.02
C 3.10433 4.90195 0.30513 0.01 0.10 -0.05
C 3.65151 -0.15763 -2.36181 0.12 0.10 -0.06
C -2.78576 -3.61725 -1.04623 -0.03 0.02 0.09
Se 0.56414 1.92261 -4.95533 0.18 0.06 -0.37
H 1.25638 0.85215 2.38207 0.03 -0.19 0.02
C 2.80317 0.81599 -1.84396 0.13 -0.03 -0.12
S -1.74025 3.20016 -0.74264 0.23 -0.05 0.19
H -0.09470 0.02452 2.38031 -0.02 -0.07 -0.08
```
Forces are in eV/Å.

Results
* energy relative to the best compared isomer or geometry (same formula, charge and spin): 238.5 kJ/mol
* E_HOMO (spin up / spin down): -0.3650 / -0.3684 Eh
* 2S+1: 3
* total charge: +1